Record 1
DFT (wB97M-V/def2-TZVPD) results for a molecular structure, C46H52BClN15OTi.

The geometry in XYZ format:
```
117
Properties=species:S:1:pos:R:3:forces:R:3:mulliken_charge:R:1
Ti -0.3363 0.0676 -0.1618 0.38 -0.34 0.18 -0.56
C 1.0853 -2.5365 0.8882 -0.05 0.08 -0.02 -1.45
N 1.2390 -1.0699 1.0503 -0.14 -0.13 0.12 1.18
C 2.6445 -0.7696 0.6982 -0.03 -0.03 -0.01 -1.41
C 2.8392 0.7053 0.6352 0.01 0.00 0.00 0.63
C 4.0944 1.2773 0.7417 -0.01 0.00 0.00 -1.16
C 4.2187 2.6436 0.5598 0.03 0.01 0.00 -0.70
C 3.0784 3.3735 0.2612 0.00 0.01 -0.01 -1.12
C 1.8635 2.7221 0.1865 0.00 0.01 0.01 0.05
N 1.7227 1.4038 0.4014 -0.10 -0.01 -0.07 0.97
C 1.0629 -0.7027 2.4961 0.01 -0.01 -0.03 -1.60
C -0.3281 -0.2846 2.8593 -0.02 -0.02 0.01 0.42
C -0.7870 -0.3862 4.1619 0.00 -0.02 0.00 -1.05
C -2.0780 0.0200 4.4541 -0.03 0.00 0.02 -0.87
C -2.8795 0.5090 3.4291 0.00 0.01 0.00 -1.11
C -2.3492 0.5983 2.1627 0.08 0.02 0.02 -0.64
N -1.0857 0.2240 1.8818 0.03 0.05 0.17 1.70
C -0.3537 -2.8940 1.0115 -0.01 0.01 0.00 0.37
C -0.7542 -4.0882 1.5792 0.04 0.03 0.00 -0.71
C -2.1009 -4.3208 1.7895 0.02 -0.08 0.05 -0.98
C -2.9966 -3.3101 1.4822 -0.07 0.03 -0.02 -1.59
C -2.5151 -2.1448 0.9262 0.05 0.00 -0.18 -0.45
N -1.2182 -1.9452 0.6251 -0.21 0.02 0.13 1.35
H 1.6753 -3.0578 1.6438 0.02 -0.03 0.03 1.20
H 1.4980 -2.8024 -0.0772 0.01 -0.04 -0.05 -0.29
H 2.8550 -1.2238 -0.2721 0.00 0.01 -0.02 0.37
H 3.3138 -1.2426 1.4223 0.03 0.01 0.01 0.70
H 4.9555 0.6576 0.9561 -0.01 0.01 0.00 0.60
H 5.1840 3.1258 0.6381 -0.01 0.00 0.00 0.49
H 3.1233 4.4396 0.0878 0.00 -0.01 0.00 0.55
H 0.9763 3.2804 -0.0664 0.02 0.00 0.02 0.07
H 1.7398 0.1207 2.7262 -0.01 0.04 -0.03 0.78
H 1.3677 -1.5481 3.1147 0.04 -0.01 0.02 0.60
H -0.1401 -0.7853 4.9323 -0.01 0.00 -0.01 0.60
H -2.4593 -0.0526 5.4645 0.01 0.00 -0.01 0.47
H -3.8986 0.8227 3.6074 0.01 0.00 0.01 0.56
H -2.9302 0.9861 1.3376 -0.02 0.02 -0.01 0.53
H -0.0140 -4.8153 1.8785 0.04 -0.06 0.00 0.57
H -2.4333 -5.2522 2.2284 -0.01 -0.01 -0.01 0.55
H -4.0553 -3.4101 1.6765 0.00 0.00 0.00 0.60
H -3.1950 -1.3366 0.7064 -0.04 0.01 -0.10 0.59
C 1.8684 1.3084 -3.6199 0.01 0.04 -0.04 -1.82
C 1.7192 0.5655 -2.4672 -0.07 -0.05 0.08 -0.46
N 0.5338 0.8292 -1.8881 0.14 0.38 -0.36 0.96
N -0.0750 1.7613 -2.6620 0.02 -0.09 -0.02 0.65
C 0.6998 2.0515 -3.7113 0.01 0.02 -0.01 0.20
B -1.5122 2.2773 -2.3373 -0.03 0.01 -0.04 -0.23
N -1.4578 2.8504 -0.9085 -0.03 -0.04 0.05 0.33
C -1.8194 4.0483 -0.4494 0.01 0.03 -0.04 -0.16
C -1.5196 4.1124 0.9038 0.00 0.03 0.01 -1.53
C -0.9856 2.8779 1.1997 0.05 -0.06 0.00 -0.77
N -0.9663 2.0873 0.0995 -0.14 0.14 0.02 1.14
N -2.3976 1.0072 -2.2535 -0.09 0.06 0.14 -0.25
C -3.3809 0.5978 -3.0516 0.05 0.01 -0.05 0.02
C -3.6523 -0.7409 -2.7902 -0.01 0.00 -0.04 -1.55
C -2.7651 -1.0893 -1.8101 -0.05 0.05 0.19 -0.29
N -2.0187 -0.0219 -1.4075 0.03 -0.03 -0.23 1.47
N -1.9090 3.3256 -3.3204 -0.02 -0.05 0.00 0.48
C -1.3076 4.5445 -3.4986 0.04 0.01 0.04 -0.36
C -1.8346 5.1144 -4.6196 0.00 0.02 -0.02 -0.97
C -2.7625 4.1614 -5.0933 -0.03 -0.02 -0.04 -0.39
N -2.7969 3.0929 -4.3269 0.01 0.01 0.02 -1.00
H 2.6983 1.3044 -4.3054 -0.02 0.00 0.01 0.62
H 2.3883 -0.1654 -2.0479 0.01 0.00 -0.02 0.42
H 0.3718 2.7606 -4.4551 0.02 -0.02 0.00 0.56
H -2.2614 4.7785 -1.1079 -0.01 -0.01 0.03 0.68
H -1.6687 4.9438 1.5713 0.00 -0.02 -0.01 0.55
H -0.5870 2.5388 2.1387 -0.02 0.01 0.00 0.58
H -3.7803 1.2839 -3.7821 -0.01 0.01 0.00 0.65
H -4.3723 -1.3710 -3.2833 0.01 0.02 0.01 0.52
H -2.5892 -2.0677 -1.4157 -0.03 -0.08 0.14 0.53
H -0.5460 4.9074 -2.8249 -0.02 -0.01 -0.02 0.52
H -1.5976 6.0762 -5.0414 -0.01 -0.02 0.01 0.49
H -3.4011 4.2194 -5.9606 0.01 0.01 0.01 0.50
C 2.6532 -5.0350 -7.2280 0.07 -0.04 -0.05 -1.98
C 1.6762 -4.3229 -6.2798 0.04 0.06 0.07 2.06
C 0.3166 -4.2611 -6.9855 0.01 -0.07 0.05 -1.92
C 2.2112 -2.8961 -6.0723 -0.02 0.01 0.03 -1.52
C 1.6007 -5.1297 -4.9345 -0.02 -0.06 0.00 2.19
O 1.3622 -6.5096 -5.2116 -0.02 0.06 0.11 -0.69
C 2.9057 -4.9513 -4.1162 -0.02 -0.02 0.01 -0.74
C 3.3455 -6.1397 -3.2431 -0.03 0.06 -0.02 -2.18
C 2.6276 -6.3327 -1.9308 0.00 0.03 -0.02 0.28
C 1.6182 -7.2824 -1.7911 -0.08 0.00 -0.03 -0.16
C 1.0174 -7.5274 -0.5637 0.01 -0.02 -0.04 -1.00
C 1.4479 -6.8229 0.5473 0.00 0.05 0.05 0.34
Cl 0.7710 -7.1817 2.1106 0.01 -0.02 -0.01 -0.17
C 2.4445 -5.8633 0.4418 -0.02 0.00 -0.01 -0.75
C 3.0212 -5.6208 -0.7989 0.01 0.05 0.02 -0.08
C 0.3291 -4.8768 -4.0773 0.04 0.15 -0.10 -3.44
N 0.1735 -3.5665 -3.4399 0.05 0.04 0.11 1.12
C 0.4594 -3.2236 -2.1882 -0.05 0.10 -0.01 0.09
N 0.1646 -1.9310 -1.9789 0.01 -0.07 -0.01 0.70
C -0.3240 -1.5559 -3.2032 0.08 -0.03 -0.04 -1.46
N -0.3488 -2.5089 -4.0897 0.03 -0.06 -0.09 -0.84
H 2.8445 -4.3931 -8.0882 0.00 -0.01 0.00 0.51
H 2.2370 -5.9617 -7.6285 0.01 0.00 -0.02 0.60
H 3.6233 -5.2504 -6.7707 -0.07 0.00 -0.05 0.26
H 0.4544 -3.8878 -8.0013 0.01 0.00 0.02 0.52
H -0.3819 -3.5910 -6.4859 -0.01 0.01 0.04 0.23
H -0.1317 -5.2538 -7.0626 0.00 0.02 0.01 0.38
H 2.1298 -2.3519 -7.0150 0.00 -0.01 0.01 0.57
H 3.2650 -2.8905 -5.7908 0.00 0.00 0.00 0.32
H 1.6463 -2.3339 -5.3281 0.01 -0.02 -0.03 0.09
H 1.9648 -6.8108 -5.8990 0.02 -0.01 -0.06 0.61
H 2.8364 -4.0384 -3.5139 -0.01 0.01 0.05 0.31
H 3.7203 -4.7590 -4.8166 -0.06 -0.05 0.07 0.90
H 4.4083 -6.0188 -3.0253 0.00 0.07 -0.01 0.48
H 3.2603 -7.0569 -3.8203 0.00 -0.04 -0.06 0.54
H 1.3078 -7.8571 -2.6565 0.02 0.00 0.01 0.51
H 0.2534 -8.2863 -0.4624 0.01 0.00 0.00 0.50
H 2.8124 -5.3713 1.3343 0.01 -0.01 0.00 0.58
H 3.8429 -4.9139 -0.8745 -0.02 -0.03 0.01 0.51
H 0.3203 -5.6086 -3.2745 0.03 -0.04 0.02 0.55
H -0.5551 -5.0361 -4.6879 0.02 0.00 -0.04 0.56
H 0.8578 -3.9476 -1.4918 0.02 0.01 0.00 0.09
H -0.6791 -0.5682 -3.4408 0.05 -0.05 -0.04 0.66
```
Positions in Å, forces in eV/Å.

- Net charge: +3
- Lowest unoccupied orbital energy: -0.3617 Ha
- HOMO level: -15.00 eV


Record 2
DFT (wB97M-V/def2-TZVPD) results for a molecular structure, C46H52BrClN9O3PbS2.

The geometry in XYZ format:
```
115
Properties=species:S:1:pos:R:3:forces:R:3:mulliken_charge:R:1
Pb 0.0800 0.4516 0.2231 -0.51 -0.06 0.37 1.67
C 0.2893 -1.4854 -7.5307 0.02 -0.03 0.00 -1.73
C -0.9404 -1.4197 -6.6164 -0.02 0.05 0.03 2.24
C -1.7626 -0.1667 -6.9572 -0.01 -0.01 0.00 -1.66
C -1.8014 -2.6563 -6.8737 -0.02 -0.01 -0.04 -2.11
C -0.5011 -1.3199 -5.1576 -0.01 0.02 -0.06 0.52
C 0.4277 -0.3584 -4.7651 -0.07 -0.03 -0.01 -1.22
C 0.7683 -0.2364 -3.4295 -0.04 0.08 -0.16 -0.68
N 0.2346 -0.9949 -2.4758 0.09 0.00 -0.05 0.43
C -0.6464 -1.9232 -2.8349 -0.10 -0.09 0.03 0.66
C -1.0330 -2.1235 -4.1578 0.02 -0.02 0.04 -0.48
C -1.2346 -2.7092 -1.7091 -0.02 0.06 -0.10 -0.84
C -1.6247 -4.0352 -1.8499 -0.01 -0.08 -0.05 -0.84
C -2.1725 -4.7073 -0.7622 0.05 -0.04 -0.01 0.72
C -2.3030 -3.9839 0.4188 0.00 0.03 0.01 -1.18
C -1.8739 -2.6671 0.4742 -0.02 0.12 0.02 -0.59
N -1.3409 -2.0398 -0.5697 -0.31 -0.05 0.04 0.62
C -2.5440 -6.1891 -0.8231 0.03 0.09 0.01 2.34
C -2.7408 -6.6644 -2.2654 -0.02 0.00 -0.01 -2.04
C -3.8399 -6.4499 -0.0430 -0.03 0.02 -0.01 -1.80
C -1.3971 -6.9864 -0.1840 0.01 -0.03 -0.01 -1.65
H -0.0254 -1.6261 -8.5678 0.01 0.02 0.02 0.47
H 0.9354 -2.3204 -7.2509 -0.01 0.01 -0.02 0.38
H 0.8807 -0.5705 -7.4824 -0.01 -0.02 0.01 0.32
H -2.0536 -0.1784 -8.0121 0.01 -0.01 0.04 0.44
H -1.1921 0.7436 -6.7659 -0.01 -0.02 -0.02 0.35
H -2.6692 -0.1267 -6.3495 0.02 0.01 -0.01 0.37
H -2.0735 -2.6926 -7.9315 0.01 -0.01 0.03 0.44
H -2.7281 -2.6328 -6.2968 0.03 0.00 -0.02 0.40
H -1.2642 -3.5764 -6.6296 -0.02 0.03 -0.01 0.43
H 0.8756 0.3181 -5.4817 0.00 -0.02 0.01 0.34
H 1.4889 0.5013 -3.0892 -0.07 -0.07 -0.06 0.10
H -1.7701 -2.8820 -4.3807 0.01 0.02 0.03 0.56
H -1.4644 -4.5366 -2.7949 -0.02 0.03 0.01 0.45
H -2.7205 -4.4304 1.3116 0.01 0.00 -0.01 0.27
H -1.9589 -2.0778 1.3824 0.03 -0.05 -0.08 0.15
H -3.4794 -6.0506 -2.7878 0.02 -0.03 0.02 0.42
H -3.0960 -7.6977 -2.2644 0.02 0.02 0.00 0.47
H -1.8084 -6.6386 -2.8331 -0.03 0.01 0.02 0.34
H -4.6257 -5.7539 -0.3445 0.00 -0.04 -0.01 0.39
H -3.6941 -6.3480 1.0331 0.00 0.02 -0.03 0.34
H -4.1895 -7.4675 -0.2340 0.03 0.01 0.03 0.46
H -0.4743 -6.8577 -0.7544 -0.02 0.00 0.02 0.37
H -1.6418 -8.0530 -0.1533 0.00 0.04 -0.01 0.44
H -1.2084 -6.6431 0.8350 -0.01 -0.02 -0.02 0.35
N 1.8820 -3.3514 -0.6409 0.10 -0.12 0.28 -0.36
C 1.9199 -3.3647 0.7408 0.08 0.00 -0.29 0.24
N 0.9723 -2.9063 1.4829 0.03 0.03 0.22 0.25
C 1.2637 -3.0794 2.8216 -0.20 0.01 -0.05 -0.46
C 2.4385 -3.6949 3.0941 0.07 -0.04 0.05 -0.30
S 3.2530 -4.0665 1.6188 0.04 -0.07 -0.05 -0.34
C 0.3045 -2.5551 3.8087 0.14 0.05 -0.14 -0.27
C 0.1474 -2.9692 5.0894 -0.04 -0.10 0.06 -0.21
S -1.0562 -1.9955 5.8667 0.01 0.12 -0.03 -0.32
C -1.2366 -1.0786 4.3748 -0.02 -0.10 0.10 0.05
N -0.4833 -1.5029 3.4100 0.06 0.03 -0.08 0.13
N -2.0398 0.0031 4.2702 0.00 0.01 0.34 -0.01
H 1.3387 -2.5754 -1.0003 -0.04 0.16 -0.01 0.08
H 2.7845 -3.4064 -1.0849 0.04 0.09 0.00 0.30
H 2.8831 -3.9052 4.0538 -0.02 0.05 -0.05 0.47
H 0.6269 -3.7871 5.6036 -0.01 0.05 -0.06 0.48
H -2.7416 0.1250 4.9801 -0.03 0.00 -0.06 0.22
H -2.3083 0.2823 3.3073 -0.04 -0.01 -0.08 -0.20
C 3.5018 5.9010 3.6737 -0.03 0.02 0.17 -0.48
O 2.2242 6.3872 4.1010 0.11 0.06 -0.33 -0.59
C 1.3953 5.4092 4.6034 -0.02 0.02 0.24 0.49
C 1.1958 5.3493 5.9730 0.03 -0.08 0.07 -0.26
C 0.3332 4.4106 6.5193 -0.03 -0.04 -0.06 -0.65
C -0.3452 3.5384 5.6753 0.06 0.10 0.02 -0.56
C -0.1729 3.6187 4.3038 -0.06 -0.08 -0.02 -0.65
C 0.7080 4.5460 3.7515 -0.14 -0.02 -0.16 0.13
N 0.8727 4.6755 2.3637 0.19 -0.07 0.08 0.03
C 0.5412 3.6768 1.4442 -0.17 0.29 -0.16 -0.37
N -0.1543 4.1662 0.3870 -0.08 -0.11 -0.08 -0.15
C -0.8226 3.5629 -0.7228 0.18 0.09 0.14 -0.29
C -0.8736 2.2062 -1.0344 0.04 -0.04 0.14 -0.88
C -1.7075 1.8527 -2.0999 0.06 -0.05 -0.07 -0.17
C -2.4256 2.7721 -2.8500 0.01 0.04 0.02 -1.14
C -2.3184 4.1240 -2.5514 -0.01 -0.09 -0.02 -0.06
C -1.5205 4.5042 -1.4938 0.09 -0.04 -0.04 0.53
O -1.4169 5.8499 -1.1464 -0.06 0.17 -0.08 -0.61
C -0.5853 6.5867 -2.0327 0.02 -0.05 0.07 -0.83
N 0.8509 2.4466 1.6079 -0.09 -0.25 -0.06 0.68
C 1.8696 2.0685 2.5054 -0.01 0.03 0.00 0.32
C 1.6071 1.1614 3.5177 -0.03 -0.19 0.01 0.26
C 2.6315 0.6444 4.3035 -0.02 0.05 -0.03 -1.07
C 3.9374 1.0420 4.0717 -0.04 0.03 -0.06 -0.84
C 4.2191 1.9638 3.0653 -0.07 -0.04 0.08 -0.57
C 3.1916 2.4848 2.2909 0.03 0.00 0.06 0.07
O 3.3853 3.4152 1.3147 0.07 0.02 -0.10 -0.19
C 4.6710 3.4579 0.7234 -0.06 -0.02 -0.03 -1.09
H 4.0349 6.7575 3.2652 0.00 0.00 -0.01 0.30
H 3.4100 5.1245 2.9156 -0.07 -0.02 -0.05 0.14
H 4.0553 5.5009 4.5277 0.00 0.01 0.01 0.28
H 1.7430 6.0443 6.5989 -0.02 0.00 -0.02 0.43
H 0.1920 4.3634 7.5918 0.00 -0.01 -0.02 0.37
H -1.0204 2.7934 6.0772 0.01 0.02 -0.01 0.42
H -0.7218 2.9525 3.6461 0.02 0.03 0.05 0.63
H 1.0555 5.6012 2.0127 0.05 0.01 0.03 0.46
H -0.4331 5.1285 0.4895 -0.12 0.01 0.05 0.49
H -1.8246 0.8009 -2.3443 0.01 -0.01 0.00 0.41
H -3.0808 2.4406 -3.6480 0.03 0.01 0.00 0.46
H -2.8587 4.8796 -3.1096 -0.01 -0.01 0.02 0.48
H -0.6019 7.6252 -1.7047 -0.01 -0.01 0.02 0.29
H -0.9530 6.5260 -3.0590 -0.02 0.00 -0.02 0.35
H 0.4414 6.2089 -2.0063 0.01 -0.01 0.00 0.26
H 0.5811 0.8386 3.6611 0.10 -0.01 -0.03 0.36
H 2.4004 -0.0763 5.0782 0.00 -0.01 -0.01 0.47
H 4.7495 0.6301 4.6593 -0.02 0.02 0.00 0.39
H 5.2419 2.2618 2.8801 0.00 -0.01 0.01 0.40
H 4.5808 4.0837 -0.1614 -0.02 0.00 0.00 0.23
H 4.9845 2.4576 0.4201 0.00 -0.01 0.00 0.40
H 5.4086 3.8982 1.4026 0.02 0.01 0.01 0.31
Br 2.6836 0.7412 -0.9044 0.67 0.13 0.04 -0.87
Cl -2.8962 0.6867 1.3809 0.17 0.05 -0.03 -0.69
```
Positions in Å, forces in eV/Å.

- Net charge: -1
- Lowest unoccupied orbital energy: 0.0796 Ha
- HOMO level: -4.51 eV


Number 1: calculated total energy -4014.5618 Eh. Number 2: calculated total energy -6526.2531 Eh.